--- A ---
DFT (ωB97M-V/def2-TZVPD) results for 2 unconnected molecules or ions with the total composition C6H13O2.

Structure (XYZ):
```
21
Properties=species:S:1:pos:R:3:mulliken_charge:R:1
H 0.9914 -1.7992 -0.5213 0.320
H 2.3430 1.1700 -3.3619 0.281
C -0.8166 -1.4934 0.7036 -0.538
H -2.9428 -0.4728 1.5675 0.419
H 1.4572 2.7928 -3.2936 0.225
C 1.4882 1.8236 -1.4607 -0.134
H 1.3581 -1.8196 1.1971 0.311
H -1.4187 -1.6393 -0.1766 0.265
H 0.8171 2.5093 -0.9802 0.379
C 1.8296 1.9013 -2.7432 -0.803
H 2.9762 0.7184 -0.2645 0.274
C 1.9804 0.6136 -0.7403 -0.424
H 2.1493 -0.2613 -1.4216 0.256
C 0.7998 -1.2980 0.4113 -0.674
H -0.8772 -2.4127 1.3627 0.228
O -3.9078 -0.8355 1.4260 -0.703
H 1.3704 0.5262 1.3345 0.184
O -1.3280 -0.4484 1.4550 -0.930
C 0.9574 0.2024 0.4077 -0.618
H 0.0393 0.7121 0.1539 0.426
H -4.2488 -0.8498 2.3277 0.257
```

Summary:
Kohn-Sham gap: 6.507 eV
Net charge: -1

=====

--- B ---
DFT (ωB97M-V/def2-TZVPD) results for a molecular structure, C6H13O2.

Structure (XYZ):
```
21
Properties=species:S:1:pos:R:3:mulliken_charge:R:1
H -0.7054 -3.6870 -2.3435 0.135
O 0.5257 2.5050 2.8028 -0.853
C 1.1532 1.0849 0.9937 -0.460
H 1.0152 -1.0797 1.1801 0.353
C -0.5593 0.0650 -1.5972 0.094
H 0.7643 1.8418 0.3156 0.251
C -0.3721 -0.4399 -0.2976 -0.019
H -1.4614 -1.3626 -2.6053 0.329
H 1.7349 -0.5140 -0.3167 0.377
H -0.3913 0.6686 2.4442 0.075
H 2.2396 1.1943 1.0104 0.359
H 1.2236 0.5404 3.0469 0.160
C 0.5948 1.2401 2.4113 -0.369
H 0.0863 0.7707 -2.0899 0.398
H -0.1223 -1.0527 -1.4114 0.135
O -0.3040 -2.9437 -1.8885 -1.030
H -1.2754 -0.8627 0.1137 0.363
H -2.7029 -0.4923 -1.6978 0.309
C 0.9224 -0.3464 0.3842 -0.889
H -2.1467 0.2782 -3.1104 0.350
C -1.8098 -0.3625 -2.2976 -1.067
```

Summary:
Kohn-Sham gap: 5.838 eV
Net charge: -1

=====

Most stable: A (next structure +312.7 kJ/mol)

=====

--- A ---
DFT (ωB97M-V/def2-TZVPD) results for C6H10Si in the gas phase.

Structure (XYZ):
```
17
Properties=species:S:1:pos:R:3:mulliken_charge:R:1
C 2.1323 -0.7956 -0.2072 -0.162
H -2.5983 1.8001 0.3570 -0.153
H 1.1346 2.4456 0.4118 0.368
C 0.9550 -1.2084 -0.5657 -0.664
Si -1.9086 0.7036 -0.3493 0.280
C 2.3525 0.6330 0.2123 -0.393
H 2.7410 0.6730 1.2398 0.268
C -2.4371 -0.9441 0.4374 -0.960
H -2.1122 -1.7886 -0.1602 0.264
C 1.0486 1.3952 0.1475 -0.056
H 3.0195 -1.4239 -0.1826 0.357
H -2.0108 -1.0660 1.4287 0.290
H -3.5206 -0.9973 0.5326 0.326
H 3.1040 1.1083 -0.4264 0.290
H 0.4699 -2.0822 -0.9276 0.334
C -0.0775 0.8282 -0.1851 -0.270
H -2.2922 0.7194 -1.7632 -0.118
```

Summary:
Kohn-Sham gap: 9.440 eV

=====

--- B ---
DFT (ωB97M-V/def2-TZVPD) results for 2 unconnected molecules or ions with the total composition C6H10Si.

Structure (XYZ):
```
17
Properties=species:S:1:pos:R:3:mulliken_charge:R:1
C -1.6267 -2.0211 -0.3348 -0.147
H 4.2361 4.0716 0.6152 0.383
H -1.3104 0.2950 -2.1054 0.453
H -0.6012 -2.7170 1.3548 0.295
Si -0.2641 2.1269 -0.7407 0.245
H -2.1402 -2.2213 -1.2570 0.277
H -1.4148 -3.9776 0.1368 0.227
H 0.2522 -0.2677 -1.5590 0.333
H -1.1617 -0.2909 0.9582 0.263
H 0.6816 1.5074 0.2608 -0.153
C 3.1309 2.2755 1.2915 -0.460
H 2.5762 1.3453 1.4064 0.391
H -2.5624 -0.0096 -0.1742 0.265
C -1.2135 -2.9382 0.5057 -0.715
C -0.7773 0.1373 -1.2196 -0.873
C 3.7715 3.2337 1.0086 -0.307
C -1.5761 -0.5493 -0.1474 -0.476
```

Summary:
Kohn-Sham gap: 7.570 eV

=====

Most stable: A (next structure +225.0 kJ/mol)

=====

--- A ---
DFT (ωB97M-V/def2-TZVPD) results for a molecular structure, C2H5OP.

Structure (XYZ):
```
9
Properties=species:S:1:pos:R:3:mulliken_charge:R:1
H -2.0038 0.1040 -0.2159 0.244
H 0.1332 0.9767 -1.6825 0.317
C -0.4033 -1.3012 0.2273 -0.727
P 1.0954 2.0574 0.6822 -0.021
H 2.1887 1.2861 1.0092 -0.053
O 0.0419 0.7764 -0.7498 -0.612
H -0.8317 -2.1135 0.7753 0.251
H 0.6115 -1.6327 0.2367 0.231
C -0.8320 -0.1532 -0.2826 0.370
```

Summary:
Kohn-Sham gap: 6.912 eV

=====

--- B ---
DFT (ωB97M-V/def2-TZVPD) results for C2H5OP in the gas phase.

Structure (XYZ):
```
9
Properties=species:S:1:pos:R:3:mulliken_charge:R:1
O 2.2759 -0.0791 -0.4510 -0.663
C -0.4350 0.8737 -0.0873 -0.501
H -0.3377 1.4392 -1.0036 0.314
P 1.0086 -0.0248 0.3806 0.409
H -1.0235 1.0260 0.8286 0.284
H -1.4450 -1.2284 0.2619 0.260
H -0.5407 -1.3092 -1.3845 0.243
H 1.0609 -0.0299 1.6939 0.111
C -0.5635 -0.6675 -0.2385 -0.458
```

Summary:
SMILES: O=[PH]1CC1
Kohn-Sham gap: 10.613 eV

=====

--- C ---
DFT (ωB97M-V/def2-TZVPD) results for C2H5OP in the gas phase.

Structure (XYZ):
```
9
Properties=species:S:1:pos:R:3:mulliken_charge:R:1
H 0.0451 -1.3506 -0.3876 0.340
H -1.2471 -0.1466 -0.3925 0.300
C -0.1682 -0.2865 -0.4787 -1.159
H 0.1970 1.5024 0.7005 0.367
C 0.5901 0.4948 0.5891 -0.388
H 0.1196 0.0306 -1.4869 0.378
H 0.5915 -0.0214 1.5495 0.311
O 2.9464 -0.7280 0.2645 -0.440
P 2.2418 0.4294 -0.2732 0.290
```

Summary:
SMILES: CCP=O
Kohn-Sham gap: 8.966 eV

=====

Most stable: C (next structure +164.4 kJ/mol)

=====

--- A ---
DFT (ωB97M-V/def2-TZVPD) results for C10H17P in the gas phase.

Structure (XYZ):
```
28
Properties=species:S:1:pos:R:3:mulliken_charge:R:1
C 0.6181 -0.6795 -1.0159 -0.068
C -1.4926 2.8675 0.9866 -1.234
H -0.9355 3.2891 0.1222 0.332
H 1.0520 -1.4454 -2.9251 0.427
H 0.9852 -3.2906 -0.7652 0.480
H 1.2735 -3.7732 -2.3360 0.443
H -0.8946 -2.8952 -3.2007 0.455
C 1.4341 0.3672 -0.9349 -0.252
H -1.7294 2.1291 3.6239 0.276
C 0.2213 1.0351 0.9475 -0.146
C -0.4572 2.1327 1.9161 0.188
P -0.5886 -0.5588 0.3935 -0.051
C -0.8730 -2.2345 -2.3716 -1.674
H 0.2161 -1.4547 1.0834 0.035
C 1.3739 -2.9984 -1.6278 -1.571
C -0.8855 1.4894 3.2191 -1.168
H -2.0920 2.0606 0.5369 0.328
C 1.2601 1.2940 0.1724 -0.370
H 2.4658 -2.7755 -1.5176 0.322
H -1.5640 -1.3811 -2.3935 0.406
H -0.1030 1.6637 3.9793 0.290
H -1.2276 -2.7887 -1.5363 0.401
H -1.9384 3.5910 1.6467 0.396
C 0.5663 -1.7868 -2.0762 0.373
H 0.2831 2.8440 2.1332 0.407
H 2.3904 0.5937 -1.4886 0.283
H 1.7579 2.2600 0.1771 0.362
H -1.1163 0.4452 3.2515 0.332
```

Summary:
SMILES: CC(C)C1=[PH]=C(C(C)C)C=C1
Kohn-Sham gap: 9.412 eV

=====

--- B ---
DFT (ωB97M-V/def2-TZVPD) results for C10H17P in the gas phase.

Structure (XYZ):
```
28
Properties=species:S:1:pos:R:3:mulliken_charge:R:1
C -1.5873 -2.0665 0.6978 -1.758
H 0.7485 2.8868 1.3068 0.330
C 2.2101 1.0827 -0.8385 -1.311
C 1.0003 0.4260 -0.2707 -0.457
C -2.2980 0.9302 1.2706 -1.858
H -3.1297 1.0755 0.5116 0.272
H -2.5297 -1.9504 0.3194 0.481
H 2.4654 -2.1745 -0.8595 0.104
H -0.9484 2.9689 0.7477 0.395
H -1.6810 -2.2681 1.7490 0.419
H 2.6504 0.5440 -1.7262 0.302
H -1.3687 -3.1275 0.2745 0.299
C 0.4753 -1.0089 -0.4245 2.392
H -2.7117 0.3214 2.0126 0.446
H 0.8481 -2.3016 -2.1720 0.379
C -0.7774 -0.8857 0.3867 -0.453
H 1.0192 -3.4683 -0.0007 0.065
C 0.0446 2.6926 0.4937 -1.931
H 2.0912 2.1843 -0.8605 0.312
H 0.3593 3.3029 -0.3918 0.402
P 1.6582 -2.2925 0.4276 -0.064
H -2.1641 1.8204 1.8715 0.495
C 0.1699 -1.4175 -1.9018 -1.332
C -1.0814 0.4130 0.6653 0.236
H 0.5073 -0.5783 -2.5442 0.336
H 2.9012 0.8269 -0.0125 0.299
H -0.8074 -1.7226 -2.0340 0.371
C 0.0372 1.2057 0.2732 0.829
```

Summary:
SMILES: CC1=C(C)C(C)(P)C(C)=C1C
Kohn-Sham gap: 8.229 eV

=====

Most stable: A (next structure +23.0 kJ/mol)

=====

--- A ---
DFT (ωB97M-V/def2-TZVPD) results for 9 unconnected molecules or ions with the total composition H17O9.

Structure (XYZ):
```
26
Properties=species:S:1:pos:R:3:mulliken_charge:R:1
H -0.7347 -0.2757 -1.7269 0.391
O -0.7374 -1.0858 -1.1949 -0.678
O 0.6809 2.3804 -3.4449 -0.737
H 2.6004 0.6470 0.1256 0.309
O 1.7524 -2.2903 1.0509 -0.639
H 1.7624 -2.9286 0.3214 0.307
H -0.1498 -1.0491 -0.4281 0.327
H 0.9385 -0.0093 1.5554 0.211
H -0.3687 0.2679 0.6120 0.288
O -1.7627 1.6626 -1.7097 -0.679
H -2.1632 1.4146 -0.8680 0.245
O -2.0068 -3.0728 1.5729 -0.655
O 0.0236 -0.1993 1.3650 -0.533
H -0.2653 2.1861 -3.5433 0.328
H 1.5774 2.0160 -0.8671 0.108
H -1.0471 2.2680 -1.3661 0.367
H -1.4268 -2.5349 2.1163 0.319
H 2.0188 -1.5041 0.5181 0.318
H -2.1254 -2.5131 0.7985 0.332
O 2.3906 -0.0587 -0.4869 -0.730
H -1.0551 -0.4933 2.9246 0.355
H -1.4424 0.8827 3.2360 0.296
H 0.7517 2.1873 -2.4365 0.507
O 0.6288 1.9297 -0.8660 -1.082
H 1.5510 0.1427 -0.9433 0.384
O -1.3911 0.0298 3.6849 -0.659
```

Summary:
Kohn-Sham gap: 8.848 eV
Net charge: -1

=====

--- B ---
DFT (ωB97M-V/def2-TZVPD) results for 9 unconnected molecules or ions with the total composition H17O9.

Structure (XYZ):
```
26
Properties=species:S:1:pos:R:3:mulliken_charge:R:1
H 1.2280 -0.8997 0.4038 0.426
H 2.1633 -1.9265 1.1644 0.301
H -0.3947 -2.2515 -2.4807 0.313
O 1.6116 1.2803 2.8904 -0.681
O -0.9811 1.0158 1.7028 -0.887
H 2.3919 -2.5996 -1.4502 0.341
H -2.7777 3.0295 0.4399 0.311
H -0.9761 -1.5717 0.7496 0.098
H 3.3077 -1.7195 -0.6096 0.399
O 3.3207 -2.4010 -1.2980 -0.679
H 2.2908 0.7557 2.4574 0.316
H -0.9501 -0.1617 -1.1065 0.348
O -0.0944 -2.9199 -1.8360 -0.691
H -2.3248 1.5513 0.6242 0.301
O -0.4210 -0.9980 0.1889 -1.106
O -1.4172 0.2145 -1.9148 -0.699
H -0.9389 0.7255 2.6266 0.297
H -2.2460 0.4782 -1.5134 0.315
H -1.0240 2.9135 -2.1801 0.318
O 2.1488 -1.0442 0.7704 -0.800
H -0.6994 0.2028 1.1173 0.562
H -0.0914 -2.3105 -1.0471 0.418
O -0.3085 2.9325 -1.5322 -0.655
O -3.0920 2.1240 0.4188 -0.638
H 0.8562 1.2993 2.3021 0.435
H -0.5815 2.2810 -0.8876 0.337
```

Summary:
Kohn-Sham gap: 10.215 eV
Net charge: -1

=====

Most stable: B (next structure +142.9 kJ/mol)